10
Properties=species:S:1:pos:R:3 method="wB97M-V/def2-TZVPD" relative_energy_kj_mol=139.3 spin_multiplicity=1 lumo_ev=4.069 gap_ha=0.29349 charge=-1 total_energy_ha=-699.93261
C -0.5695 1.1497 -0.0783
C -0.8923 -0.1041 0.7148
N 0.5176 -1.2344 0.2366
O 0.2627 0.9962 -1.0483
O -1.0905 2.2106 0.2189
O 2.2875 -0.7160 -1.5401
P 0.8150 -0.7709 -1.4209
H -1.7492 -0.6363 0.3257
H -0.8792 0.0024 1.7898
H 1.2978 -0.8972 0.8018

10
Properties=species:S:1:pos:R:3 method="wB97M-V/def2-TZVPD" relative_energy_kj_mol=204.0 spin_multiplicity=1 lumo_ev=-0.635 gap_ha=0.37125 charge=0 total_energy_ha=-756.59845
C -0.1891 -0.4774 -0.4306
C -1.2227 0.4743 1.4363
N 1.3525 -0.7951 -1.0985
O -1.1970 -0.8654 -0.8624
O 3.3869 -0.3970 -2.4287
O 0.0249 0.2053 0.6556
S 2.0524 0.1422 -2.0762
H -1.9547 0.2632 0.7370
H -0.9520 1.5305 1.6678
H -1.3013 -0.0806 2.3998

10
Properties=species:S:1:pos:R:3 method="wB97M-V/def2-TZVPD" relative_energy_kj_mol=34.3 spin_multiplicity=1 lumo_ev=0.321 gap_ha=0.41645 charge=0 total_energy_ha=-433.75051
C -0.4969 1.6397 1.3248
C 1.8600 -0.9485 -0.7093
N -0.1733 0.9112 2.1992
O -1.0271 2.3960 0.6651
O 2.4116 -0.6218 -1.6441
O -1.1870 -1.0012 -1.2509
O 1.4298 -1.1524 0.3351
H -1.6989 -1.4431 -1.8798
H 0.5322 0.3033 2.3857
H -1.6505 -0.0833 -1.4258

11
Properties=species:S:1:pos:R:3 method="wB97M-V/def2-TZVPD" relative_energy_kj_mol=82.2 spin_multiplicity=1 lumo_ev=0.215 gap_ha=0.41945 charge=0 total_energy_ha=-831.84327
C 1.9875 0.8640 0.6763
C -1.2292 0.3133 -1.0966
N 1.5570 -0.3304 0.2067
O 2.3274 1.9172 0.9642
O 0.0497 -0.9958 2.1038
O -0.2358 -2.1655 0.0177
O -0.8664 0.2530 0.2963
S 0.0879 -0.9681 0.6710
H -1.6478 -0.6647 -1.2195
H -0.2721 0.4423 -1.7157
H -1.7581 1.3347 -0.9042